1.
15
Properties=species:S:1:pos:R:3 method="wB97M-V/def2-TZVPD" smiles="[H]/N=N/[H].CCNS" orbital_gap_ha=0.335 e_lumo_ev=0.709 e_tot_ev=-17522.2657 e_homo_ev=-8.4 e_above_lowest_kj_mol=0.0
C 1.288 -0.257 -0.314
C 0.207 -0.997 0.405
N -1.940 2.742 0.196
N -1.110 3.191 -0.578
N -1.170 -0.651 -0.036
S -1.533 -1.208 -1.557
H 1.024 -0.540 -1.408
H 1.368 0.802 -0.066
H 2.275 -0.665 0.011
H 0.146 -2.115 0.254
H 0.102 -0.838 1.468
H -1.398 0.322 0.056
H -2.207 3.638 0.794
H -0.783 2.436 -1.234
H -0.165 -1.127 -2.238


2.
104
Properties=species:S:1:pos:R:3 method="wB97M-V/def2-TZVPD" orbital_gap_ha=0.262 e_lumo_ev=-0.268 e_tot_ev=-68461.6687 e_homo_ev=-7.4 e_above_lowest_kj_mol=5504.1
C -1.634 -3.650 0.723
O -1.661 -3.436 1.916
N -2.733 -4.130 0.118
N -0.789 -3.192 -0.202
H -2.779 -3.756 -0.819
H -3.614 -4.100 0.610
H -0.666 -3.730 -1.048
H -0.146 -2.470 0.090
C -3.080 2.442 -1.425
O -4.223 1.967 -1.579
N -2.005 1.729 -1.187
N -2.862 3.739 -1.522
H -2.003 0.723 -1.277
H -1.102 2.178 -1.123
H -3.676 4.273 -1.794
H -2.026 4.195 -1.185
C 1.657 0.044 4.215
O 2.528 -0.812 4.049
N 0.856 0.504 3.285
N 1.189 0.351 5.380
H 0.130 1.192 3.425
H 1.063 0.227 2.336
H 1.940 0.396 6.054
H 0.361 0.917 5.500
C 0.084 0.608 -0.323
C -1.004 0.489 0.797
O -2.097 -0.285 0.319
O 0.793 -0.564 -0.681
H 0.682 1.458 0.004
H -0.365 0.929 -1.263
H -1.224 1.516 1.087
H -0.558 0.042 1.685
H -1.632 -1.039 -0.051
H 1.728 -0.449 -0.496
C 2.133 1.255 -2.900
C 1.450 -0.121 -2.852
O 2.456 -1.079 -3.074
O 2.640 1.712 -1.611
H 1.550 2.027 -3.402
H 3.030 1.083 -3.495
H 0.656 -0.198 -3.594
H 0.944 -0.188 -1.889
H 2.028 -1.900 -2.819
H 3.012 2.566 -1.840
C 0.046 -2.050 -2.422
C 0.066 -2.398 -3.921
O -1.202 -2.183 -4.639
O 1.214 -2.335 -1.727
H -0.758 -2.541 -1.873
H -0.300 -1.017 -2.378
H 0.430 -3.420 -4.024
H 0.804 -1.779 -4.430
H -1.134 -1.421 -5.218
H 1.193 -1.850 -0.899
C -0.275 -1.788 1.985
C 0.892 -2.526 2.842
O 2.165 -2.293 2.288
O -0.028 -1.746 0.649
H -0.341 -0.723 2.209
H -1.303 -2.099 2.173
H 0.771 -3.607 2.767
H 0.650 -2.463 3.903
H 2.773 -2.253 3.029
H 0.851 -2.129 0.597
C 0.935 3.256 2.925
C 0.098 2.174 2.396
O -0.973 1.617 3.212
O 0.182 4.008 3.824
H 1.498 3.842 2.198
H 1.715 2.975 3.633
H 0.765 1.381 2.059
H -0.400 2.576 1.514
H -1.780 1.971 2.831
H -0.218 3.337 4.383
C -2.947 -1.521 -1.180
C -3.713 -2.616 -1.881
O -2.844 -3.734 -1.959
O -3.846 -0.494 -0.816
H -2.026 -1.263 -1.702
H -2.466 -1.847 -0.258
H -4.100 -2.287 -2.846
H -4.518 -2.866 -1.190
H -3.181 -4.293 -2.662
H -3.400 0.185 -0.305
C 2.373 -0.341 1.551
C 3.219 -0.362 0.262
O 2.501 -0.179 -0.958
O 2.032 1.091 1.821
H 2.953 -0.893 2.290
H 1.398 -0.756 1.293
H 3.593 -1.375 0.118
H 4.092 0.280 0.382
H 3.176 -0.084 -1.634
H 1.974 1.520 0.964
C 0.919 3.886 -0.125
C 0.703 3.566 -1.622
O -0.362 2.593 -1.629
O 1.331 2.784 0.658
H -0.043 4.271 0.214
H 1.625 4.704 0.018
H 1.531 3.062 -2.120
H 0.357 4.359 -2.285
H -0.738 2.555 -2.512
H 1.041 2.073 0.082


3.
110
Properties=species:S:1:pos:R:3 method="wB97M-V/def2-TZVPD" orbital_gap_ha=0.212 e_lumo_ev=-11.908 e_tot_ev=-236888.0548 e_homo_ev=-17.7 total_charge=+4
Ta 1.129 -0.628 0.760
C 4.603 0.259 -2.267
C 3.575 -0.279 -1.322
N 2.877 0.385 -0.461
N 3.275 1.699 -0.304
C 2.707 2.420 0.655
N 3.073 3.667 0.866
S 1.504 1.705 1.589
C 3.394 -1.730 -1.271
C 4.201 -2.573 -2.004
C 4.052 -3.948 -1.868
C 3.079 -4.398 -1.014
C 2.281 -3.482 -0.336
N 2.425 -2.149 -0.422
H 4.636 1.335 -2.395
H 5.599 -0.071 -1.959
H 4.413 -0.157 -3.258
H 4.033 2.053 -0.858
H 3.828 4.114 0.364
H 2.653 4.185 1.625
H 4.955 -2.175 -2.668
H 4.680 -4.631 -2.427
H 2.906 -5.456 -0.868
H 1.527 -3.863 0.311
Br -1.537 -1.814 6.971
C -0.814 -1.251 5.378
C -1.588 -0.627 4.407
C -1.010 -0.275 3.212
N 0.295 -0.471 2.888
C 1.034 -1.006 3.885
C 0.534 -1.419 5.103
C 2.451 -1.132 3.556
C 3.426 -1.168 4.531
C 4.761 -1.198 4.156
Br 6.100 -1.205 5.415
C 5.050 -1.209 2.795
C 4.018 -1.159 1.893
N 2.703 -1.108 2.230
H -2.635 -0.409 4.578
H -1.619 0.225 2.493
H 1.186 -1.883 5.830
H 3.155 -1.140 5.577
H 6.072 -1.256 2.444
H 4.252 -1.187 0.851
C -3.174 -0.867 0.775
Sb -1.475 0.141 0.050
C -0.333 -1.478 -0.711
C -0.599 -2.608 0.226
C -1.508 -3.666 0.160
C -1.470 -4.626 1.148
C -0.536 -4.532 2.188
C 0.316 -3.464 2.218
N 0.271 -2.519 1.244
Si -0.448 -2.017 -2.591
C -2.225 -2.488 -2.918
C 0.214 -0.712 -3.715
C 0.555 -3.554 -2.876
C -2.058 2.122 -0.524
C -0.871 2.638 -1.291
C -0.806 3.990 -1.651
C 0.128 4.416 -2.572
C 0.977 3.476 -3.146
C 0.892 2.176 -2.704
N 0.029 1.758 -1.761
Si -2.582 3.190 1.066
C -3.640 2.197 2.230
C -3.475 4.720 0.536
C -1.065 3.661 2.019
Si -3.579 2.076 -1.819
C -3.227 0.712 -3.021
C -5.137 1.754 -0.874
C -3.642 3.644 -2.796
H -2.887 -1.726 1.374
H -3.727 -1.196 -0.105
H -3.786 -0.190 1.360
H -2.216 -3.726 -0.656
H -2.162 -5.460 1.118
H -0.478 -5.293 2.955
H 1.068 -3.355 2.986
H -2.958 -2.130 -2.194
H -2.314 -3.578 -2.965
H -2.532 -2.108 -3.896
H -0.176 0.279 -3.506
H -0.068 -0.962 -4.744
H 1.309 -0.687 -3.686
H 0.434 -4.319 -2.104
H 1.615 -3.330 -3.004
H 0.217 -4.008 -3.815
H -1.531 4.686 -1.254
H 0.157 5.454 -2.882
H 1.668 3.744 -3.937
H 1.515 1.409 -3.141
H -4.484 1.684 1.772
H -4.063 2.911 2.945
H -3.064 1.482 2.824
H -4.222 4.571 -0.240
H -2.797 5.514 0.214
H -4.008 5.101 1.414
H -0.565 2.786 2.437
H -1.357 4.297 2.861
H -0.344 4.223 1.420
H -2.784 -0.172 -2.567
H -2.550 1.056 -3.808
H -4.149 0.381 -3.510
H -5.139 0.788 -0.363
H -5.967 1.733 -1.588
H -5.374 2.530 -0.144
H -2.762 3.765 -3.429
H -3.785 4.558 -2.221
H -4.505 3.555 -3.467


4.
10
Properties=species:S:1:pos:R:3 method="wB97M-V/def2-TZVPD" orbital_gap_ha=0.285 e_lumo_ev=4.020 e_tot_ev=-10235.6241 e_homo_ev=-3.7 e_above_lowest_kj_mol=38.9 total_charge=-1
C 0.589 -1.010 -1.852
C -2.114 -0.091 -2.002
C -0.694 -1.949 -0.161
N 1.612 -0.656 -2.245
N -0.572 -1.460 -1.482
O -2.078 -0.129 -3.150
O -2.524 0.383 -1.019
H -0.380 -3.009 -0.100
H -0.360 -1.287 0.744
H -1.866 -2.005 0.032